# 1
Here is a molecular structure, C30H26Br2N2O5S2SiTeW at a distorted geometry from the Open Molecules 2025 dataset. Energies are from ωB97M-V/def2-TZVPD.

Structure (ORCA input):
```
! wB97M-V def2-TZVPD RIJCOSX def2/J DEFGRID3
* xyz 0 3
W -0.024 -0.383 0.178
O -5.146 -4.033 -0.180
C -3.926 -3.473 -0.263
C -3.474 -2.815 -1.401
C -2.246 -2.203 -1.359
N -1.433 -2.236 -0.289
C -1.861 -2.952 0.753
Br -0.679 -3.157 2.208
C -3.086 -3.574 0.841
H -5.649 -3.838 -0.979
H -4.089 -2.722 -2.287
H -1.884 -1.638 -2.204
H -3.385 -4.116 1.724
Br 0.462 3.062 3.181
C -0.928 2.179 4.097
C -1.397 2.740 5.275
C -2.467 2.168 5.943
C -3.100 1.044 5.431
C -2.636 0.486 4.254
C -1.538 1.031 3.592
C -1.049 0.314 2.397
O -1.814 -0.199 1.531
O 0.197 0.157 2.203
H -0.924 3.633 5.659
H -2.811 2.611 6.869
H -3.947 0.609 5.944
H -3.108 -0.392 3.831
O 3.123 -0.760 1.612
S 2.909 -2.023 0.977
O 2.837 -3.202 1.782
N 1.551 -1.928 -0.024
C 1.896 -1.752 -1.305
S 0.746 -1.202 -2.374
C 3.339 -1.961 -1.559
C 4.005 -1.923 -2.772
C 5.377 -2.131 -2.764
C 6.058 -2.367 -1.571
C 5.390 -2.396 -0.354
C 4.026 -2.187 -0.382
H 3.464 -1.732 -3.689
H 5.928 -2.106 -3.694
H 7.128 -2.522 -1.595
H 5.915 -2.570 0.575
Te -1.509 1.611 -1.075
C -3.401 0.684 -1.359
C -3.865 0.416 -2.646
C -5.129 -0.122 -2.851
C -5.948 -0.411 -1.767
C -5.495 -0.153 -0.479
C -4.236 0.397 -0.279
H -3.234 0.639 -3.499
H -5.477 -0.309 -3.860
H -6.940 -0.816 -1.928
H -6.130 -0.365 0.373
H -3.889 0.599 0.726
C 2.736 3.931 -2.861
Si 3.428 3.088 -1.343
C 3.728 4.320 0.029
C 4.995 2.154 -1.761
C 2.191 1.867 -0.760
C 1.382 1.045 -0.360
H 3.412 4.692 -3.254
H 1.782 4.407 -2.626
H 2.551 3.196 -3.647
H 4.361 5.146 -0.303
H 4.212 3.838 0.881
H 2.780 4.737 0.376
H 5.785 2.827 -2.103
H 4.804 1.424 -2.550
H 5.362 1.614 -0.886
*
```

**M**: 1058.02 g/mol
**E**: -223501.861 eV
**⟨S²⟩**: 2.03
**Gap between HOMO and LUMO (spin up / spin down)**: 0.2295 / 0.2447 hartree

Results of the Löwdin charge analysis, in e, for atoms 1 through 2: atom 1 (W): 1.235, atom 2 (O): 0.098

# 2
Here is a molecular structure, C24H19IN2O3RhS from the Open Molecules 2025 dataset. Energies are from ωB97M-V/def2-TZVPD.

Structure (ORCA input):
```
! wB97M-V def2-TZVPD RIJCOSX def2/J DEFGRID3
* xyz 1 5
Rh -0.182 -0.960 -1.538
C 2.267 1.807 1.253
C 2.916 0.513 0.906
N 4.171 0.316 1.275
C 4.725 -0.841 0.893
C 4.118 -1.871 0.147
C 4.921 -3.116 -0.142
O 4.903 -3.512 -1.505
C 2.780 -1.741 -0.218
C 2.082 -2.784 -0.870
N 0.783 -2.743 -1.222
C 0.146 -3.958 -1.512
C 0.506 -5.153 -0.878
C -0.134 -6.344 -1.174
C -1.156 -6.392 -2.111
C -1.551 -5.223 -2.741
C -0.903 -4.045 -2.427
I -1.501 -2.262 -3.369
C 2.157 -0.474 0.179
O 0.937 -0.185 -0.082
H 2.895 2.354 1.950
H 1.278 1.631 1.680
H 2.127 2.406 0.348
H 5.752 -0.977 1.222
H 4.508 -3.956 0.419
H 5.946 -2.966 0.206
H 5.445 -2.904 -2.019
H 2.638 -3.672 -1.141
H 1.273 -5.122 -0.116
H 0.164 -7.247 -0.658
H -1.649 -7.325 -2.347
H -2.350 -5.236 -3.472
C -3.848 5.129 3.749
C -3.662 6.370 2.924
O -3.086 7.353 3.245
S -4.557 6.326 1.265
C -3.683 5.029 0.507
C -2.316 4.797 0.779
C -1.670 3.753 0.179
C -2.369 2.884 -0.706
C -3.727 3.166 -1.018
C -4.364 4.221 -0.429
C -1.745 1.747 -1.178
C -1.179 0.716 -1.588
H -3.102 5.098 4.540
H -3.808 4.230 3.139
H -4.841 5.183 4.202
H -1.778 5.457 1.447
H -0.620 3.570 0.366
H -4.254 2.521 -1.708
H -5.403 4.430 -0.650
*
```

**M**: 645.30 g/mol
**E**: -56251.478 eV
**⟨S²⟩**: 6.06
**Gap between HOMO and LUMO (spin up / spin down)**: 0.2037 / 0.1818 hartree

Results of the Löwdin charge analysis, in e, for atoms 1 through 2: atom 1 (Rh): 0.775, atom 2 (C): -0.011

# 3
Here is 4 unconnected molecules or ions with the total composition C3H14N2O2S at a distorted geometry from the Open Molecules 2025 dataset. Energies are from ωB97M-V/def2-TZVPD.

Structure (ORCA input):
```
! wB97M-V def2-TZVPD RIJCOSX def2/J DEFGRID3
* xyz 0 1
C -0.824 0.009 0.628
C -2.340 0.078 0.901
S -3.291 -0.530 -0.536
N 0.007 0.893 1.425
C 1.427 0.654 1.137
N 1.797 0.958 -0.242
H -0.766 0.230 -0.411
H -0.569 -1.051 0.837
H -2.581 -0.555 1.766
H -2.666 1.131 0.919
H -2.508 -2.132 0.137
H -0.203 0.999 2.417
H 1.745 -0.334 1.379
H 1.939 1.339 1.842
H 1.333 1.795 -0.517
H 1.385 0.253 -0.834
H -0.788 0.427 -3.485
H -1.492 0.133 -2.153
O -0.642 0.428 -2.536
H 2.878 -1.044 -0.294
H 3.487 -1.934 -1.433
O 2.672 -1.746 -0.947
*
```

**M**: 142.22 g/mol
**E**: -21245.905 eV
**Gap between HOMO and LUMO**: 0.2949 hartree

Results of the Löwdin charge analysis, in e, for atoms 1 through 2: atom 1 (C): -0.345, atom 2 (C): -0.631

# 4
Here is a molecular structure, C15H28CsN9OS4 at a distorted geometry from the Open Molecules 2025 dataset. Energies are from ωB97M-V/def2-TZVPD.

Structure (ORCA input):
```
! wB97M-V def2-TZVPD RIJCOSX def2/J DEFGRID3
* xyz -2 1
Cs -0.850 -1.962 -0.662
N 3.007 0.235 1.846
C 3.928 1.086 1.101
C 3.195 2.355 0.643
N 2.037 1.998 -0.151
C 0.808 2.669 0.226
C 0.240 2.104 1.528
N -1.031 2.746 1.861
C 2.294 1.997 -1.578
C 1.310 1.106 -2.348
N 0.016 1.746 -2.532
H 3.385 -0.706 1.901
H 2.169 0.153 1.273
H 4.345 0.582 0.217
H 4.763 1.357 1.762
H 3.897 2.999 0.085
H 2.867 2.895 1.532
H 0.087 2.470 -0.573
H 0.949 3.763 0.325
H 0.926 2.296 2.361
H 0.144 1.017 1.401
H -1.533 2.157 2.519
H -1.607 2.776 1.021
H 3.300 1.597 -1.731
H 2.273 3.025 -1.993
H 1.160 0.198 -1.763
H 1.779 0.816 -3.305
H -0.672 1.028 -2.794
H 0.058 2.404 -3.305
S -1.944 -0.758 -3.421
S -3.397 -0.204 -2.144
S -4.115 -1.764 -0.951
S -3.484 -1.701 0.958
N 1.306 -2.657 -3.654
C 1.640 -3.032 -2.368
O 1.404 -2.274 -1.416
C 2.323 -4.279 -2.246
C 2.680 -4.999 -3.369
N 2.994 -5.571 -4.329
C 2.686 -4.787 -1.008
N 2.983 -5.262 0.005
H 1.294 -3.385 -4.350
H 0.589 -1.950 -3.746
C 0.806 -0.948 6.145
C 0.571 -1.723 4.896
C 0.042 -2.979 4.694
C 0.048 -3.168 3.297
N 0.547 -2.103 2.703
N 0.854 -1.237 3.667
C -0.428 -4.352 2.538
H 0.745 -1.614 7.002
H 0.057 -0.164 6.262
H 1.786 -0.473 6.129
H -0.301 -3.666 5.442
H 1.302 -0.367 3.418
H -0.501 -5.216 3.195
H 0.258 -4.570 1.724
H -1.414 -4.144 2.123
*
```

**M**: 611.62 g/mol
**E**: -75359.533 eV
**Gap between HOMO and LUMO**: 0.1692 hartree

Results of the Löwdin charge analysis, in e, for atoms 1 through 2: atom 1 (Cs): 0.932, atom 2 (N): 0.002